Molecular formula: C36H53Cl2O21P
Method: DFT, ωB97M-V/def2-TZVPD

```
113
Properties=species:S:1:pos:R:3:forces:R:3:lowdin_charge:R:1
C 4.86064 -3.81471 2.80704 -0.184 0.054 -0.396 -0.050
C 5.33519 -2.47127 2.33105 0.048 0.394 0.007 -0.255
C 6.57139 -2.29822 1.70854 -0.306 0.109 0.091 -0.049
C 6.96814 -1.03845 1.27768 -0.061 0.042 0.075 -0.069
C 6.13696 0.06237 1.44226 -0.173 -0.243 0.038 -0.043
C 4.88725 -0.08230 2.05071 0.338 -0.224 -0.224 -0.207
C 4.00938 1.14228 2.19539 0.102 -0.615 0.034 -0.068
C 2.69628 1.14697 1.41126 -0.139 0.284 0.372 -0.322
O 2.90408 1.20835 0.00855 0.117 0.016 -0.071 -0.139
C 3.01929 -0.02645 -0.61361 -0.072 -0.443 -0.328 -0.642
Cl 4.14660 0.00271 -1.98865 0.177 0.305 -0.068 0.622
C 1.69997 0.05257 1.79842 0.472 -0.017 0.415 -0.642
Cl 0.18110 0.29176 0.84536 -0.153 0.014 -0.175 0.792
O 1.45842 0.15130 3.15828 -0.129 0.453 -0.165 -0.166
C 0.36963 -0.60986 3.64541 -0.354 -0.368 0.482 -0.317
P 0.57741 -2.40366 3.33538 1.023 -0.446 0.405 0.762
O 1.84166 -2.89191 3.94872 0.135 0.087 -0.019 -0.432
C 4.51561 -1.35056 2.50772 0.166 0.134 -0.096 -0.003
H 4.49507 -3.76738 3.82811 0.091 -0.078 0.144 0.074
H 4.00557 -4.12204 2.20359 -0.082 -0.063 0.010 0.079
H 5.62544 -4.57756 2.68293 0.116 -0.012 0.187 0.071
H 7.21595 -3.15678 1.57525 0.089 -0.013 -0.032 0.104
H 7.93899 -0.90540 0.82113 0.045 -0.007 -0.052 0.103
H 6.45714 1.04165 1.11437 0.055 0.033 -0.025 0.110
H 4.57898 1.99665 1.83773 -0.060 0.171 0.099 0.124
H 3.79088 1.29245 3.25132 -0.138 0.139 0.047 0.118
H 2.18304 2.07357 1.67256 0.017 0.142 -0.152 0.153
H 2.07212 -0.32219 -1.05533 -0.029 0.018 0.131 0.026
H 3.39268 -0.81166 0.03651 0.079 0.030 0.088 0.078
H 2.07892 -0.94111 1.56655 -0.257 -0.127 -0.248 0.087
H -0.59902 -0.21124 3.35089 0.023 -0.015 -0.276 0.069
H 0.41415 -0.54936 4.73292 0.138 0.086 0.065 0.109
H 0.58436 -2.62558 1.94705 -0.512 0.093 0.147 0.015
H -0.53289 -3.03792 3.90402 -0.363 0.226 -0.271 0.033
H 3.57904 -1.48898 3.03119 -0.090 -0.052 0.120 0.091
C -1.60384 -1.15333 -3.44771 -0.409 -0.149 0.367 -0.009
C -0.59462 -1.29779 -2.34045 0.113 0.304 -0.607 -0.307
C 0.76775 -1.79155 -2.78548 -0.053 0.167 0.068 -0.071
O 1.22957 -2.48676 -1.61242 -0.211 -0.223 -0.002 0.061
C 0.14672 -2.90967 -0.92522 0.702 -0.039 -0.360 -0.560
O 0.17187 -3.67021 -0.01004 0.450 -0.129 -0.313 0.134
O -0.97846 -2.33112 -1.40671 0.873 -0.190 -1.873 0.002
H -2.53433 -0.73897 -3.05744 0.015 0.093 -0.035 0.090
H -1.23632 -0.49642 -4.23424 0.057 -0.025 0.008 0.105
H -1.83962 -2.12113 -3.88095 0.175 -0.030 -0.101 0.073
H -0.50028 -0.36581 -1.77426 0.052 -0.106 0.024 0.122
H 1.44827 -0.98051 -3.03367 0.133 -0.087 0.089 0.120
H 0.70672 -2.49196 -3.62039 -0.034 -0.026 0.029 0.149
C 4.36416 3.53040 5.90826 -0.008 -0.100 -0.308 -0.028
C 5.67763 2.84448 5.63862 -0.143 0.092 0.157 -0.318
C 6.90055 3.56769 6.16497 0.037 -0.044 0.017 -0.086
O 7.91400 3.17501 5.22890 -0.005 0.083 0.055 0.065
C 7.30448 2.88654 4.05514 -0.060 0.002 0.005 -0.562
O 7.86270 2.72920 3.01950 0.047 -0.021 -0.065 0.163
O 5.96446 2.81260 4.22708 0.002 -0.067 0.000 0.069
H 3.53202 2.92526 5.54829 0.003 -0.030 0.042 0.082
H 4.23385 3.70014 6.97668 0.017 0.014 0.010 0.096
H 4.31941 4.48709 5.39283 0.082 0.070 0.092 0.086
H 5.65404 1.80999 5.99327 0.081 -0.014 -0.016 0.160
H 7.18452 3.26996 7.17052 0.107 -0.071 -0.047 0.138
H 6.78473 4.65324 6.12404 -0.060 0.001 -0.007 0.141
C -6.15283 -1.77557 -5.12896 0.162 0.182 0.121 -0.015
C -5.16380 -2.24602 -6.16378 -0.223 0.190 0.217 -0.322
C -4.99708 -3.74363 -6.25036 -0.043 -0.030 -0.092 -0.082
O -3.63734 -3.86795 -6.68646 0.024 -0.085 0.085 0.074
C -2.96234 -2.77869 -6.26474 -0.162 0.080 -0.056 -0.571
O -1.77736 -2.67537 -6.27440 0.089 0.065 -0.012 0.148
O -3.81975 -1.82368 -5.82189 0.087 -0.294 -0.142 0.070
H -6.26780 -0.69262 -5.16661 -0.033 -0.006 -0.036 0.086
H -7.12588 -2.23386 -5.30447 0.000 -0.005 -0.037 0.094
H -5.80678 -2.03398 -4.12707 -0.037 -0.111 -0.004 0.085
H -5.40322 -1.83124 -7.14112 0.067 -0.050 -0.055 0.129
H -5.67069 -4.20706 -6.96512 0.110 0.008 -0.114 0.136
H -5.09729 -4.23152 -5.27709 -0.013 0.042 0.029 0.139
C -5.81912 1.56153 -10.52608 0.200 -0.106 0.150 -0.021
C -6.67064 0.32144 -10.60588 -0.014 0.218 -0.001 -0.321
C -8.10145 0.48807 -10.13234 -0.020 -0.008 -0.057 -0.086
O -8.41469 -0.82148 -9.63720 -0.029 0.078 0.044 0.073
C -7.25899 -1.40442 -9.25661 0.021 0.019 -0.075 -0.563
O -7.17958 -2.40407 -8.61600 -0.050 -0.091 0.068 0.156
O -6.19902 -0.69386 -9.69515 0.025 -0.014 -0.054 0.084
H -4.82715 1.37679 -10.93488 -0.014 0.003 -0.042 0.089
H -6.27982 2.37341 -11.08890 -0.018 -0.012 -0.020 0.093
H -5.69574 1.87034 -9.48776 -0.098 0.045 0.005 0.093
H -6.64296 -0.10175 -11.61296 -0.036 -0.051 0.013 0.159
H -8.79416 0.76555 -10.92158 -0.055 -0.131 -0.004 0.139
H -8.18209 1.20058 -9.30804 0.048 0.024 -0.006 0.140
C -1.14248 6.56592 7.46236 0.096 0.155 0.190 -0.023
C 0.08583 6.51768 6.59107 -0.157 -0.107 0.078 -0.324
C 0.56749 5.12546 6.23368 -0.006 -0.005 -0.104 -0.086
O 1.97972 5.31929 6.08709 -0.180 -0.010 0.067 0.034
C 2.33401 6.37458 6.86244 -0.025 0.007 0.002 -0.565
O 3.45318 6.66448 7.13045 0.082 0.023 -0.006 0.166
O 1.23612 7.03707 7.28674 -0.024 0.046 -0.057 0.089
H -1.45971 7.59439 7.62714 -0.018 0.004 -0.038 0.087
H -1.96198 6.02185 6.99242 0.006 -0.002 -0.028 0.092
H -0.93223 6.12518 8.43702 -0.006 -0.099 -0.037 0.093
H -0.05581 7.12051 5.69031 0.052 -0.015 -0.027 0.158
H 0.14437 4.74265 5.30883 0.117 0.012 -0.062 0.139
H 0.39410 4.40726 7.03886 -0.042 0.040 0.036 0.141
C -4.23631 -3.67335 -0.19412 -0.242 -0.065 0.179 -0.013
C -3.66161 -2.54361 0.61906 0.230 -0.105 -0.055 -0.298
C -2.15825 -2.58760 0.79798 -0.570 0.276 0.653 -0.108
O -1.99402 -1.94749 2.07733 -0.329 -0.106 0.222 -0.035
C -3.13340 -2.13678 2.78879 0.252 -0.008 -0.225 -0.575
O -3.23187 -1.91428 3.95212 -0.080 0.065 0.220 0.153
O -4.11064 -2.60764 1.99243 -0.177 0.066 0.002 0.095
H -5.30924 -3.54477 -0.33086 -0.018 0.014 -0.033 0.084
H -3.76173 -3.71062 -1.17480 0.046 0.031 -0.002 0.086
H -4.07912 -4.62407 0.31521 0.112 -0.007 -0.030 0.096
H -3.97570 -1.57698 0.21652 -0.038 0.064 0.034 0.159
H -1.60811 -2.04650 0.03366 -0.896 0.057 1.471 0.076
H -1.77446 -3.60802 0.86428 -0.264 0.129 0.037 0.138
```
Forces are in eV/Å.

Computed properties:
* DFT total energy: -4245.439817 a.u.
* SMILES string: Cc1cccc(C[C@@H](OCCl)[C@H](Cl)OC[PH2]=O)c1.C[C@@H]1COC(=O)O1.C[C@@H]1COC(=O)O1.C[C@@H]1COC(=O)O1.C[C@@H]1COC(=O)O1.C[C@@H]1COC(=O)O1.C[C@@H]1COC(=O)O1
* LUMO level: 0.150 eV
* strongest force on any atom: 0.0404 hartree/bohr

=====

Molecular formula: C42H44FN11O7P2ReSe2
Method: DFT, ωB97M-V/def2-TZVPD

```
110
Properties=species:S:1:pos:R:3:forces:R:3:lowdin_charge:R:1
Re -1.33043 1.17596 -0.01839 -0.311 -0.162 0.272 1.483
C -4.16725 4.30173 -2.14411 -0.001 -0.016 -0.012 0.033
N -4.64894 3.05625 -1.53976 -0.021 0.034 0.028 -0.083
C -6.09443 2.83115 -1.57508 -0.003 -0.002 -0.013 0.017
C -3.81939 2.16703 -1.07891 0.007 -0.091 -0.036 -0.382
O -2.56050 2.36100 -1.09412 -0.119 0.145 0.059 -0.171
C -4.30221 0.88949 -0.42654 -0.118 0.056 0.080 -0.088
O -3.20655 -0.03942 -0.41542 0.292 0.046 -0.108 -0.278
C -3.40463 -1.19214 -1.25415 0.097 -0.036 0.011 -0.070
C -3.70094 -0.77606 -2.69791 -0.022 -0.005 0.020 -0.451
O -3.67148 0.41421 -2.99319 0.043 0.022 -0.013 0.042
N -3.98990 -1.76555 -3.54801 0.032 0.025 -0.034 -0.123
C -4.20895 -1.46213 -4.95983 -0.018 0.005 -0.006 -0.005
C -4.09610 -3.15771 -3.12997 -0.072 -0.014 -0.002 -0.016
H -4.44799 4.31564 -3.19661 0.002 0.002 0.000 0.113
H -3.09041 4.36348 -2.04626 0.001 0.003 0.001 0.095
H -4.63149 5.14166 -1.63108 -0.003 0.001 -0.003 0.109
H -6.58801 3.79857 -1.54254 -0.001 0.001 0.001 0.107
H -6.42606 2.26005 -0.71183 -0.002 0.006 -0.002 0.099
H -6.37542 2.31977 -2.49617 0.006 -0.007 0.000 0.114
H -5.14798 0.45678 -0.95118 0.009 0.017 0.008 0.140
H -4.57393 1.09376 0.61135 0.021 -0.013 0.005 0.145
H -4.21093 -1.78543 -0.81961 -0.007 0.024 0.002 0.142
H -2.48433 -1.77500 -1.20264 -0.005 0.005 -0.003 0.119
H -3.91971 -0.43460 -5.15225 -0.003 -0.003 0.003 0.089
H -5.25958 -1.59599 -5.21986 0.000 -0.006 0.003 0.104
H -3.60518 -2.13198 -5.57092 0.005 0.007 0.004 0.100
H -4.77910 -3.27675 -2.28829 -0.001 -0.003 -0.015 0.096
H -3.12684 -3.57761 -2.86904 0.151 -0.075 0.033 0.087
H -4.50371 -3.73033 -3.95878 0.021 -0.001 0.011 0.102
Se 3.72767 -1.89007 4.21247 0.040 0.018 0.043 0.339
P 3.29608 -2.15547 2.19593 0.008 0.006 -0.031 0.479
C 4.67441 -1.73180 1.11389 -0.038 -0.030 -0.045 -0.366
C 4.70434 -0.54679 0.38644 0.019 0.032 0.035 -0.096
C 5.86010 -0.17317 -0.28375 0.015 0.030 0.044 -0.082
C 6.98521 -0.98215 -0.23489 -0.008 0.012 -0.006 -0.062
C 6.96279 -2.16252 0.49687 0.005 -0.008 -0.010 -0.053
C 5.81760 -2.52991 1.18253 -0.001 -0.012 -0.011 -0.099
C 2.74357 -3.85050 1.83771 -0.004 0.004 0.033 -0.358
C 1.73431 -4.35475 2.66196 -0.047 0.041 -0.016 -0.116
C 1.31756 -5.66767 2.53095 -0.055 0.014 -0.018 -0.072
C 1.91041 -6.49571 1.58387 0.007 -0.013 -0.019 -0.075
C 2.92421 -6.00751 0.77608 0.020 0.010 0.003 -0.067
C 3.34603 -4.68883 0.90723 -0.051 0.039 -0.101 -0.088
C 1.86319 -1.10663 1.66664 -0.022 0.016 -0.195 -0.355
C 1.09301 -0.80941 0.53622 0.011 0.059 0.064 -0.376
N 0.06779 -0.01920 0.98461 0.040 -0.031 -0.159 -0.231
N 0.22533 0.16418 2.28895 -0.203 0.241 0.226 -0.051
N 1.27282 -0.46022 2.70126 -0.009 -0.139 0.040 0.009
P 1.07962 -1.13344 -1.23175 -0.024 -0.093 0.157 0.764
Se -0.23614 0.38117 -2.14704 -0.082 -0.054 -0.017 0.578
C 2.65039 -1.03401 -2.07176 -0.036 0.031 0.001 -0.380
C 3.40977 -2.19356 -2.20523 0.127 -0.024 -0.006 -0.079
C 4.62705 -2.14301 -2.86065 0.029 -0.017 -0.060 -0.043
C 5.07025 -0.94461 -3.40442 -0.021 -0.057 -0.033 -0.048
C 4.30192 0.20597 -3.29243 -0.018 0.011 0.002 -0.059
C 3.09125 0.16855 -2.62200 0.065 0.060 0.066 -0.102
C 0.43276 -2.78299 -1.50030 0.073 0.022 -0.008 -0.374
C -0.03529 -3.55959 -0.44604 -0.056 -0.011 0.023 -0.074
C -0.48866 -4.84917 -0.69730 0.017 0.016 0.051 -0.057
C -0.45209 -5.35954 -1.98482 -0.018 0.010 -0.037 -0.051
C 0.01715 -4.57978 -3.03936 -0.077 -0.006 -0.023 -0.055
C 0.44990 -3.28816 -2.80371 -0.011 -0.016 -0.012 -0.090
H 3.83936 0.10494 0.36350 0.010 0.001 0.024 0.098
H 5.88544 0.75822 -0.83412 0.005 -0.003 0.025 0.110
H 7.88877 -0.68424 -0.75077 0.002 0.000 0.002 0.114
H 7.84719 -2.78276 0.55630 -0.003 0.001 0.000 0.115
H 5.82196 -3.41978 1.80088 0.003 0.011 0.001 0.114
H 1.31331 -3.72387 3.43711 -0.002 -0.005 -0.008 0.095
H 0.54972 -6.05653 3.18767 0.006 0.006 -0.006 0.112
H 1.60115 -7.52941 1.49836 -0.003 0.002 -0.001 0.112
H 3.41277 -6.65990 0.06368 -0.005 0.015 0.001 0.111
H 4.17422 -4.33299 0.31248 0.002 0.050 -0.138 0.090
H 3.03945 -3.13026 -1.81867 0.045 -0.136 0.121 0.105
H 5.22420 -3.03985 -2.96073 -0.012 0.014 0.009 0.122
H 6.01626 -0.91033 -3.92852 0.003 0.001 0.004 0.122
H 4.64547 1.13388 -3.72907 0.001 0.003 -0.003 0.119
H 2.49618 1.06796 -2.53044 -0.009 -0.011 -0.010 0.076
H -0.03267 -3.17697 0.56657 0.028 -0.005 0.029 0.102
H -0.84418 -5.45878 0.12175 0.011 -0.008 0.017 0.113
H -0.78393 -6.37256 -2.17248 0.006 0.006 0.001 0.118
H 0.05015 -4.98481 -4.04228 -0.003 0.006 0.010 0.118
H 0.82493 -2.68338 -3.62189 -0.010 -0.018 0.009 0.120
F -0.68743 9.18654 1.15698 0.000 -0.021 0.016 0.118
C -0.55798 8.05686 1.84325 -0.006 0.018 0.005 -0.183
C 0.07593 7.00290 1.33457 0.060 0.017 0.023 0.058
N 0.23583 5.82692 2.05455 -0.099 0.005 -0.015 -0.001
C 0.67374 4.62548 1.38840 0.066 0.030 -0.081 -0.035
C -0.51047 3.83092 0.86163 -0.047 -0.271 0.391 -0.541
O -0.11816 2.63446 0.40767 0.253 0.051 -0.270 -0.232
O -1.65107 4.20021 0.93177 -0.010 0.119 -0.174 0.109
C -0.34814 5.65895 3.29311 -0.014 0.115 -0.109 -0.458
O -0.34257 4.58770 3.87338 0.023 -0.083 0.087 0.068
N -0.92713 6.78737 3.81462 -0.010 -0.052 0.006 0.230
C -1.14339 8.02152 3.18528 0.005 0.044 -0.034 -0.379
O -1.74766 8.90894 3.72207 0.010 -0.015 0.015 0.143
H 0.51545 7.03068 0.34759 -0.011 -0.002 -0.001 0.152
H 1.21522 3.99386 2.09038 0.006 -0.005 -0.025 0.143
H 1.34928 4.87676 0.57150 -0.003 0.018 -0.004 0.146
H -1.33048 6.69126 4.73607 0.005 0.012 -0.012 0.171
N -2.06483 2.96081 6.11885 0.025 0.046 0.030 0.217
C -1.65479 2.33544 5.02358 -0.021 -0.010 -0.199 -0.469
N -0.47224 1.75074 4.97065 0.036 -0.190 -0.175 0.239
N -2.53237 2.30253 3.99921 0.045 -0.017 0.188 0.183
C -2.32806 1.83343 2.85746 -0.145 0.092 -0.257 -0.253
N -2.31103 1.43902 1.74540 0.089 0.067 0.134 0.025
H -1.45135 3.11227 6.90055 -0.007 -0.015 0.006 0.132
H -2.93407 3.46519 6.08249 -0.012 -0.038 0.008 0.132
H 0.18277 1.81951 5.73194 0.013 0.002 -0.039 0.138
H -0.17668 1.27561 4.12067 -0.006 0.026 0.123 0.078
```
Forces are in eV/Å.

Computed properties:
* DFT total energy: -8419.295694 a.u.
* multiplicity: 4
* LUMO level (spin up / spin down): -4.795 / -6.407 eV
* strongest force on any atom: 0.0093 hartree/bohr
* charge: +2

=====

Molecular formula: C3H3ErO3
Method: DFT, ωB97M-V/def2-TZVPD

```
10
Properties=species:S:1:pos:R:3:forces:R:3:lowdin_charge:R:1
O 1.76947 -0.42847 1.00826 -1.153 0.411 -0.048 0.024
O -0.85824 -0.29087 -0.58450 -0.478 -0.332 2.816 -0.092
C -0.93105 0.59512 0.32997 1.246 2.406 -5.128 -0.345
O -1.16003 1.78910 0.01400 -1.117 -0.469 1.301 0.260
C 0.34306 1.55961 1.09357 0.612 1.169 2.234 0.050
H -0.03223 2.01707 2.02714 -0.356 -0.333 -0.625 0.160
C 1.40163 0.60498 1.54127 0.247 -2.632 0.474 -0.164
H 1.71872 0.77418 2.58950 0.478 0.681 -0.353 0.181
H 0.87525 2.38116 0.58941 -0.405 -0.251 -0.611 0.179
Er -0.21752 -2.20850 0.27349 0.925 -0.650 -0.060 1.748
```
Forces are in eV/Å.

Computed properties:
* DFT total energy: -1356.018683 a.u.
* multiplicity: 4
* LUMO level (spin up / spin down): -10.069 / -11.484 eV
* strongest force on any atom: 0.1128 hartree/bohr
* charge: +2